1.
A structure of composition C17H52O10V at a distorted geometry. Source: the OMol25 dataset; level of theory: ωB97M-V/def2-TZVPD.

Geometry (Å):
V (-1.6888, 2.0908, 2.0467)
C (0.5974, 0.5281, 0.3273)
O (-0.7391, 0.9471, 0.4995)
H (0.9660, 0.6525, -0.7018)
H (1.2706, 1.1166, 0.9701)
H (0.7112, -0.5341, 0.5841)
O (-0.3283, 1.6545, 3.4544)
H (0.4807, 1.3786, 3.0061)
C (3.4358, 1.5379, 3.6335)
C (2.9811, 2.9453, 3.3438)
O (2.8786, 3.6781, 4.5614)
H (2.6888, 1.0237, 4.2413)
H (4.4043, 1.5145, 4.1311)
H (3.5369, 0.9758, 2.6996)
H (1.9908, 2.8940, 2.8719)
H (3.6285, 3.4257, 2.6006)
H (2.1576, 4.3059, 4.4794)
C (-2.0661, 2.6970, -4.0255)
C (-1.1820, 2.0148, -3.0252)
O (-1.5308, 2.4085, -1.7162)
H (-1.8884, 2.3133, -5.0302)
H (-1.9128, 3.7786, -4.0256)
H (-3.1175, 2.5475, -3.7727)
H (-0.1070, 2.1790, -3.1872)
H (-1.2922, 0.9226, -3.1155)
H (-1.0816, 1.8759, -1.0287)
C (-5.2563, -0.6505, 2.2565)
C (-3.9702, -0.2421, 2.9531)
O (-3.0900, 0.4127, 2.0190)
H (-5.7445, 0.2307, 1.8344)
H (-5.9808, -1.0361, 2.9804)
H (-5.1117, -1.4287, 1.5097)
H (-3.4799, -1.1248, 3.3621)
H (-4.1978, 0.4608, 3.7496)
H (-2.9819, -0.1619, 1.2284)
C (0.9012, -2.1671, 3.3723)
C (-0.5884, -1.8748, 3.3829)
O (-0.9914, -0.9233, 4.3407)
H (1.2039, -2.7226, 4.2597)
H (1.4972, -1.2485, 3.3436)
H (1.1839, -2.6917, 2.4558)
H (-1.1609, -2.7970, 3.5219)
H (-0.8743, -1.5243, 2.3725)
H (-0.6933, -0.0625, 3.9848)
C (-3.5082, -2.5706, -1.6658)
C (-2.5163, -1.4420, -1.5768)
O (-2.5351, -0.9153, -0.2613)
H (-3.6391, -2.8822, -2.7038)
H (-4.4906, -2.2808, -1.2881)
H (-3.1609, -3.4202, -1.0798)
H (-2.7249, -0.6608, -2.3165)
H (-1.5209, -1.8364, -1.8209)
H (-1.7582, -0.3210, -0.1110)
C (1.2297, -3.2425, -0.7318)
C (0.1132, -3.9670, -0.0240)
O (-0.7203, -4.6217, -0.9966)
H (1.7905, -2.6416, -0.0148)
H (0.7996, -2.5597, -1.4669)
H (1.9139, -3.9418, -1.2094)
H (-0.5124, -3.2411, 0.5089)
H (0.5263, -4.7304, 0.6424)
H (-1.4362, -5.0670, -0.5342)
C (1.2409, -0.4867, -3.5516)
C (0.6161, -0.8748, -4.8584)
O (1.6524, -0.9596, -5.8424)
H (2.0221, -1.1999, -3.2716)
H (0.5181, -0.5224, -2.7333)
H (1.7132, 0.4952, -3.5380)
H (-0.1473, -0.1509, -5.1784)
H (0.0865, -1.8335, -4.7857)
H (1.2617, -1.1924, -6.6889)
C (4.2896, 2.3740, -1.8699)
C (3.8459, 2.9490, -0.5318)
O (4.9822, 3.3850, 0.2123)
H (4.6756, 3.1745, -2.5047)
H (3.4266, 1.9711, -2.4122)
H (5.0279, 1.5798, -1.7814)
H (3.2214, 2.2621, 0.0439)
H (3.1300, 3.7475, -0.7759)
H (5.1290, 4.3030, -0.0306)

Atoms 1-3, force components in eV/Å:
V 1.6613 -2.8007 -0.0816
C -0.1256 0.3214 0.5573
O -0.5778 0.7555 0.1767

Results
expectation value of S²	3.7575
LUMO level (alpha / beta)	-0.753 / -0.823	eV
orbital gap (alpha / beta)	0.3003 / 0.3245	hartree
HOMO (alpha / beta)	-0.328 / -0.355	Eh
total charge	0
multiplicity	4



2.
The molecule C19H21ClN2O4 at a distorted geometry. Source: the OMol25 dataset; level of theory: ωB97M-V/def2-TZVPD.

Geometry (Å):
C (-0.0207, 2.3742, 2.2930)
H (-0.9344, 1.7765, 2.3656)
O (0.0686, 3.0228, 1.0429)
C (-0.9554, 3.7943, 0.6225)
C (-2.0860, 4.0890, 1.3767)
C (-3.0856, 4.8857, 0.8409)
C (-2.9930, 5.4055, -0.4360)
C (-1.8667, 5.1148, -1.1880)
C (-0.8514, 4.3257, -0.6791)
O (0.2838, 4.0917, -1.4389)
C (0.2107, 2.9605, -2.2883)
C (0.1742, 1.6843, -1.5124)
C (1.1180, 1.0346, -0.7687)
C (0.4056, -0.0443, -0.1889)
N (-0.8471, -0.0231, -0.5754)
O (-1.0000, 1.0439, -1.3903)
C (0.9532, -0.9839, 0.8288)
O (1.6702, -0.5596, 1.7236)
N (0.6185, -2.2734, 0.7170)
C (1.1674, -3.2651, 1.6302)
H (2.2358, -3.0941, 1.7808)
C (0.8438, -4.5949, 0.9504)
C (-0.4814, -4.2580, 0.2679)
C (-0.1182, -2.9157, -0.3598)
H (-0.9828, -2.3133, -0.6414)
C (0.8107, -3.1566, -1.5579)
H (1.0211, -2.2123, -2.0644)
C (2.1209, -3.7868, -1.0822)
H (2.7175, -3.0236, -0.5794)
H (2.6977, -4.1338, -1.9414)
C (1.8769, -4.9536, -0.1220)
H (2.8203, -5.2362, 0.3492)
H (1.5123, -5.8200, -0.6786)
H (0.3048, -3.8128, -2.2677)
H (-0.7828, -4.9972, -0.4706)
H (-1.2803, -4.1396, 1.0002)
H (0.7568, -5.4078, 1.6732)
H (0.6727, -3.1800, 2.6035)
H (2.1459, 1.2871, -0.6263)
H (1.1158, 3.0053, -2.8988)
H (-0.6798, 3.0121, -2.9303)
H (-1.7622, 5.5118, -2.1862)
H (-3.7801, 6.0234, -0.8358)
Cl (-4.4762, 5.2321, 1.8047)
H (-2.1977, 3.7073, 2.3781)
H (0.8421, 1.7102, 2.3427)
H (0.0163, 3.0929, 3.1167)

Atoms 1-3, force components in eV/Å:
C 0.0192 -0.1634 0.2713
H 0.0146 0.0213 -0.0096
O -0.0620 0.3458 -0.2418

Results
LUMO level	0.748	eV
orbital gap	0.3395	hartree
energy relative to the best compared isomer or geometry (same formula, charge and spin)	73.8	kcal/mol
HOMO	-0.312	Eh
total charge	0



Q: Which value of total charge does entry 2 give?
A: 0